1.
114
Properties=species:S:1:pos:R:3 method="wB97M-V/def2-TZVPD" e_tot_ev=-113230.1369 charge=-1 e_lumo_ev=2.088 homo_energy_ha=-0.1714
N 5.333 -1.543 -1.049
H 2.265 0.758 -3.014
H 5.839 -4.128 0.715
S 3.595 -2.701 0.604
C -2.069 3.377 0.734
H 4.606 3.680 -2.621
C 4.202 -3.906 -3.500
H 6.778 -3.532 -0.577
C 3.123 1.376 -2.742
C 2.662 -3.709 -5.333
H -0.736 3.176 -1.754
O -2.238 -0.915 -3.039
H -3.891 -1.229 3.797
S 0.332 -2.762 2.972
C -1.167 -2.121 1.115
H 2.922 -3.101 -6.200
H -4.045 -2.137 -1.487
H 1.606 4.446 -3.152
C -7.640 0.224 -0.363
O -0.045 2.153 0.578
C 3.306 1.451 2.075
H 5.246 0.494 1.870
C -2.058 -2.057 -2.629
H 2.248 -0.421 1.942
H -1.195 1.476 -1.997
H 3.411 -0.349 3.277
C 3.817 -4.566 -4.834
H 6.092 -1.680 -1.698
H 4.323 3.066 -0.973
H 4.682 -4.594 -5.494
H 4.202 3.310 2.692
H -0.652 -0.166 -0.445
H -8.638 0.183 0.056
C -2.106 0.902 0.473
H 4.535 -1.066 -1.427
H 3.543 4.565 -1.497
H -5.639 2.240 -2.200
H -4.874 -1.944 1.861
H -1.781 -3.994 -3.285
N 3.285 -2.963 -3.150
C -7.236 1.331 -1.092
H 4.461 1.972 3.836
O 1.575 0.150 -0.369
C 3.868 3.576 -1.823
H 4.192 0.358 0.445
O 5.214 -4.204 -2.876
H 3.515 -5.593 -4.625
N 6.099 -3.342 0.144
N -1.657 -0.215 -0.329
C -1.381 2.196 0.049
N -3.461 -1.574 0.433
H -3.086 3.488 0.355
Si 1.425 1.686 0.006
H 2.668 3.609 -4.303
C 5.072 -2.531 -0.185
O 1.457 -1.986 -4.091
C -5.482 -0.802 -0.712
C -0.525 1.517 3.691
C 4.521 1.021 1.248
H -5.019 -2.851 -0.211
H -0.080 0.985 2.860
C -1.778 -2.486 -1.239
C -6.763 -0.839 -0.178
H 3.793 1.459 -3.600
C 3.742 2.438 3.160
O 2.391 2.149 1.253
C -5.953 1.376 -1.626
C 1.975 3.470 -3.471
C -5.078 0.319 -1.439
H -7.925 2.151 -1.258
C -1.288 0.840 4.637
N -2.178 -3.102 -3.531
C -1.439 2.397 -1.468
N -2.306 -4.980 -0.890
H 2.870 2.767 3.727
C -0.895 3.592 4.844
H 0.256 3.380 3.025
H -1.506 4.289 0.526
H -4.076 0.333 -1.860
C -3.315 -0.999 2.891
H -1.908 0.787 1.547
H -3.453 -2.978 2.034
S 0.177 -3.288 0.925
H -2.163 -1.007 5.302
H -2.450 2.688 -1.759
H -2.099 3.232 1.815
Pb 1.511 -1.876 -1.275
H 3.655 0.897 -1.917
O 1.716 2.708 -1.252
C -2.046 -1.583 -0.010
N -1.906 -1.114 3.236
C 2.386 -2.793 -4.142
C -1.851 1.554 5.688
H 1.870 0.519 3.401
C -0.334 2.887 3.788
C -2.066 -3.852 -1.022
H 1.759 -4.270 -5.572
H -3.182 1.023 0.326
C -4.502 -1.936 -0.524
C 2.667 0.220 2.718
H -0.496 -1.135 4.728
C 2.659 2.765 -2.299
H -2.089 3.465 6.626
H 1.128 2.873 -3.811
H -7.089 -1.713 0.377
C -1.649 2.923 5.797
H -2.029 -2.816 -4.483
H -3.556 0.025 2.591
H -0.747 4.662 4.927
H 5.000 1.898 0.809
C -1.462 -0.660 4.534
H -2.445 1.031 6.430
C -3.784 -1.956 1.791
C -1.069 -1.814 2.422

2.
10
Properties=species:S:1:pos:R:3 method="wB97M-V/def2-TZVPD" e_tot_ev=-16988.8454 charge=0 e_lumo_ev=-0.222 homo_energy_ha=-0.3444
C 0.164 0.424 -0.495
C 0.727 1.158 0.580
H 1.679 2.761 1.412
C -0.216 -1.009 0.433
S 0.250 0.008 1.908
H -0.674 0.024 -2.145
N 1.182 2.319 0.578
H -1.133 -1.524 0.157
N -0.052 0.700 -1.724
H 0.607 -1.583 0.242

3.
14
Properties=species:S:1:pos:R:3 method="wB97M-V/def2-TZVPD" smiles="CS(=O)(=O)[C@@H]1CN1" e_tot_ev=-19641.6008 charge=0 e_lumo_ev=0.710 homo_energy_ha=-0.3762
H 0.117 2.615 1.250
C 0.059 1.548 1.224
N 0.907 -1.306 -1.807
O 1.850 -0.155 0.548
C -0.235 -1.315 -0.894
O 1.847 1.899 -0.736
H -1.055 1.337 0.954
H -1.107 -1.709 -1.408
C 0.131 0.066 -1.338
S 1.156 0.870 -0.076
H 0.039 0.547 -2.306
H 0.386 1.231 2.157
H 1.855 -1.538 -1.252
H -0.114 -1.644 0.086

Copy entry 2 word for word.
10
Properties=species:S:1:pos:R:3 method="wB97M-V/def2-TZVPD" e_tot_ev=-16988.8454 charge=0 e_lumo_ev=-0.222 homo_energy_ha=-0.3444
C 0.164 0.424 -0.495
C 0.727 1.158 0.580
H 1.679 2.761 1.412
C -0.216 -1.009 0.433
S 0.250 0.008 1.908
H -0.674 0.024 -2.145
N 1.182 2.319 0.578
H -1.133 -1.524 0.157
N -0.052 0.700 -1.724
H 0.607 -1.583 0.242

Q: What is the charge in the first record?
A: -1